(1)
The following is a DFT calculation (ωB97M-V with the def2-TZVPD basis set) of one molecule with the formula C3H6O2.

XYZ file:
```
11
Properties=species:S:1:pos:R:3:nbo_charge:R:1
O -1.3998 0.9579 -0.1012 -0.7141
C -1.0227 -0.3445 0.2746 -0.0513
C 0.4629 -0.6953 -0.0410 -0.5552
C 1.2167 0.5398 -0.4586 0.4619
O 1.2385 1.5454 0.2175 -0.5486
H -0.8602 1.5753 0.4169 0.4827
H -1.6700 -1.0115 -0.2976 0.1854
H -1.2255 -0.5208 1.3397 0.1650
H 0.5593 -1.4850 -0.7961 0.2169
H 0.9484 -1.0630 0.8712 0.2407
H 1.7523 0.5018 -1.4253 0.1168
```

As for the total charge: 0. As for the SMILES: O=CCCO.



(2)
The following is a DFT calculation (ωB97M-V with the def2-TZVPD basis set) of one molecule with the formula CH2N2O4 at a distorted geometry.

XYZ file:
```
9
Properties=species:S:1:pos:R:3:nbo_charge:R:1
C 0.4562 -0.4968 -0.2927 0.8697
N 1.6704 0.1051 -0.0346 -0.8288
N -1.6644 0.3395 0.1011 0.7409
O 0.0639 -1.6054 -0.5107 -0.5500
O -0.3922 0.6128 -0.4072 -0.4148
O -2.5126 0.9799 -0.4315 -0.3236
O -1.6903 -0.4414 0.9767 -0.3204
H 2.4033 -0.5369 0.2184 0.4066
H 1.6658 1.0432 0.3804 0.4205
```

As for the total charge: 0. As for the SMILES: NC(=O)O[N+](=O)[O-].



(3)
The following is a DFT calculation (ωB97M-V with the def2-TZVPD basis set) of one molecule with the formula C6H10 at a distorted geometry.

XYZ file:
```
16
Properties=species:S:1:pos:R:3:nbo_charge:R:1
C -1.2964 -0.6616 -1.2712 -0.5787
C -0.0881 0.2129 -0.8744 -0.3252
C -0.5075 1.1816 0.2128 -0.3305
C 0.8491 0.5570 1.7352 -0.3936
C 1.4445 -0.4898 0.8908 -0.2525
C 1.0241 -0.6453 -0.3626 -0.1570
H -1.6734 -1.1901 -0.3882 0.2064
H -1.0078 -1.4048 -2.0219 0.2083
H -2.1152 -0.0618 -1.6848 0.2072
H 0.2533 0.7272 -1.7885 0.2053
H -0.9159 2.1055 -0.2598 0.2079
H -1.3124 0.7937 0.8292 0.1757
H -0.0674 0.4205 2.2707 0.1997
H 1.5938 0.8418 2.5256 0.2108
H 2.3372 -1.0251 1.2209 0.2143
H 1.4820 -1.3618 -1.0337 0.2020
```

As for the total charge: 0.



no.,frontier orbital gap (eV),HOMO level (Eh)
1,10.90,-0.37104
2,11.74,-0.42113
3,9.28,-0.31314